1.
The following is a quantum chemistry calculation of a cluster of 11 separate species, C27H67N9O11 in total in a non-equilibrium geometry, from OMol25.

Each line ends with the Mulliken charge.
Positions of all 114 atoms, in Å:
C  -2.253698  1.341906  -3.953502  -1.13
N  -1.764534  -0.047575  -3.854643  -0.05
C  -0.696299  -0.577014  -4.534067  0.82
C  -0.116168  0.270026  -5.639055  -1.14
O  -0.221921  -1.688323  -4.295607  -0.66
H  -1.446795  2.068166  -3.955657  0.28
H  -2.686936  1.502887  -2.991984  0.28
H  -2.939505  1.488231  -4.781235  0.37
H  -2.077534  -0.628094  -3.091551  0.29
H  0.588071  0.956932  -5.283832  0.03
H  -0.874065  0.814815  -6.145277  0.53
H  0.378001  -0.493978  -6.296618  0.29
C  4.645745  2.834549  -4.262498  -1.11
N  3.270956  2.487356  -3.988062  -0.12
C  2.763655  1.272207  -3.723619  0.38
C  3.531540  0.047881  -4.016819  -1.19
O  1.618120  1.194675  -3.235805  -1.04
H  5.229436  2.764290  -3.366270  0.33
H  4.638655  3.862519  -4.579385  0.40
H  5.111906  2.264647  -5.080189  0.32
H  2.694159  3.267043  -3.716021  0.31
H  3.765770  -0.370756  -3.085862  0.17
H  4.421484  0.217772  -4.619086  0.45
H  2.921822  -0.700815  -4.478668  0.28
C  2.698253  0.538392  0.993802  -0.01
N  2.858459  1.947488  0.653400  0.20
C  3.753051  2.322208  -0.339508  0.78
C  4.018141  3.837157  -0.486013  -1.29
O  4.289691  1.503693  -1.053373  -0.65
H  2.203283  0.070483  0.123063  -0.29
H  2.142945  0.423636  1.886782  -0.16
H  3.704334  0.009705  1.012063  0.31
H  2.542908  2.634000  1.309026  0.14
H  3.533682  4.126128  -1.450411  0.16
H  5.055868  4.010135  -0.535533  0.45
H  3.545423  4.400993  0.279119  0.34
C  3.432089  -3.226547  0.968594  -1.13
N  2.033098  -2.980503  1.271333  0.08
C  1.098006  -2.829516  0.284668  0.60
C  1.548281  -2.702194  -1.153035  -0.65
O  -0.025896  -2.586383  0.683268  -0.39
H  3.868348  -3.632137  1.875039  0.36
H  3.872725  -2.323246  0.610927  0.27
H  3.502135  -4.004157  0.231970  0.38
H  1.808114  -2.676464  2.192450  0.09
H  2.045523  -3.557610  -1.591054  0.59
H  2.281263  -1.845190  -1.215356  0.02
H  0.774856  -2.305474  -1.755741  -0.31
C  -1.377770  -4.334215  -2.035466  -0.03
N  -2.699927  -4.959626  -1.986088  -0.13
C  -3.682106  -4.471083  -1.183364  0.64
C  -4.854332  -5.388067  -0.985770  -1.28
O  -3.522874  -3.419665  -0.557274  -0.75
H  -0.654431  -5.178287  -2.018683  0.30
H  -1.248585  -3.813759  -1.105575  -0.35
H  -1.261486  -3.697630  -2.935597  0.21
H  -2.978755  -5.640707  -2.698694  0.22
H  -5.136957  -5.455237  0.022801  0.35
H  -4.575711  -6.399196  -1.287493  0.38
H  -5.693943  -4.992074  -1.481593  0.28
C  -1.090307  -3.736612  4.128146  -0.76
N  -0.448253  -2.630777  4.824539  -0.11
C  0.833074  -2.252443  4.638625  0.68
C  1.150649  -0.786874  5.035533  -0.64
O  1.686239  -3.008383  4.186305  -0.75
H  -2.139811  -3.576756  4.243607  0.31
H  -0.887543  -4.715975  4.591927  0.30
H  -0.791882  -3.703094  3.103586  0.10
H  -1.076328  -1.901849  5.173712  0.29
H  0.232083  -0.176810  5.231318  0.21
H  1.629139  -0.321107  4.125268  -0.12
H  1.902048  -0.767228  5.815771  0.44
C  -3.292775  2.745603  -0.113107  -1.08
N  -2.014298  2.738218  -0.777449  0.96
C  -1.480980  3.853928  -1.384028  0.58
C  0.001479  3.902190  -1.690848  -0.01
O  -2.162646  4.812715  -1.678282  -0.72
H  -4.176400  2.762080  -0.822338  0.28
H  -3.340860  3.678837  0.456073  0.41
H  -3.332973  1.881788  0.484089  0.19
H  -1.288097  2.008445  -0.734131  -0.63
H  0.092501  4.941082  -2.041004  0.38
H  0.310712  3.212409  -2.476995  -0.23
H  0.704009  3.801030  -0.882883  -0.20
C  -1.344371  0.072433  2.240851  0.80
N  -2.556579  -0.742461  2.274449  0.36
C  -3.202924  -1.118804  3.424385  0.62
C  -4.578644  -1.750372  3.258434  -1.22
O  -2.863896  -0.897756  4.616960  -0.71
H  -1.215824  0.597051  1.264805  -1.16
H  -0.481982  -0.581478  2.451881  -0.56
H  -1.456766  0.790982  3.032646  0.81
H  -3.005496  -0.882296  1.323067  0.20
H  -5.381315  -1.231475  3.867623  0.30
H  -4.572150  -2.791376  3.635688  0.28
H  -4.925804  -1.844372  2.270200  0.33
C  0.607722  3.435878  5.657591  -0.92
N  -0.168775  3.462669  4.372127  -0.15
C  0.390541  3.735334  3.117952  0.36
C  -0.524609  3.807091  1.974051  -0.13
O  1.596590  3.855116  2.932770  -0.71
H  0.313187  2.627769  6.334958  0.35
H  0.627186  4.403547  6.198384  0.31
H  1.631429  3.140664  5.440301  0.30
H  -1.177962  3.363291  4.415287  0.25
H  -1.160764  4.683985  1.991623  0.45
H  -1.124401  2.878741  1.756218  -0.12
H  0.154934  3.954311  1.145155  -0.07
O  -2.232843  -1.015190  -0.781593  -0.43
H  -2.880806  -1.760876  -0.961377  0.42
H  -1.603348  -1.491164  -0.200140  -0.02
O  0.241796  0.458268  -0.985762  2.37
H  0.752339  0.790961  -1.737733  -0.33
H  -0.274785  -0.265306  -1.335575  -0.64

Atomic forces in eV per Å
0.8 -1.1 0.5
0.9 -0.2 -0.8
-0.1 0.3 0.3
-0.2 -2.4 -0.8
-0.5 0.4 0.3
0.3 0.0 -0.5
-0.9 0.4 0.4
-0.1 0.1 0.0
-0.1 0.2 0.2
1.1 0.9 0.7
-0.7 0.4 -0.7
-0.4 1.0 0.3
0.1 -0.1 -0.6
0.2 0.0 -0.4
-1.6 0.5 0.7
0.4 0.4 -1.1
0.8 0.1 -0.4
0.5 -0.2 0.5
0.1 0.5 -0.2
-0.3 0.0 0.4
-0.3 -0.2 0.1
0.8 -0.5 1.5
0.1 -0.1 0.2
-0.7 -0.2 -0.5
1.6 -0.5 -2.5
1.2 0.2 -0.8
-1.0 0.6 1.6
-1.9 -1.5 -1.3
0.3 -0.4 -0.6
-0.2 0.0 0.8
-0.5 -0.1 0.8
-1.0 0.8 0.5
-0.1 0.4 0.3
0.5 -0.1 0.6
1.2 0.2 -0.1
-0.3 0.5 0.8
-1.1 -0.5 0.8
0.7 -0.6 -2.3
1.4 1.0 1.7
1.4 1.1 0.5
-2.0 0.2 -0.7
0.4 0.3 0.1
0.9 0.5 -0.1
0.2 -0.3 -0.5
-0.4 -0.2 0.7
-0.1 -0.3 0.0
-0.3 -0.9 0.4
-1.2 -0.3 -0.7
-0.1 -1.1 -0.8
-0.7 0.0 -0.4
1.1 0.1 0.5
1.1 -0.4 -0.7
-0.6 -0.4 -0.2
-0.2 0.7 -0.3
0.1 0.6 0.2
0.2 -0.2 0.7
0.4 0.3 0.7
-0.1 0.2 1.6
-0.4 0.1 -0.3
-1.1 0.2 -1.0
0.6 -0.2 1.2
-0.3 0.9 0.4
-0.2 0.3 0.4
-0.4 0.1 -1.6
0.0 0.3 -0.2
-0.8 0.1 -0.2
0.3 0.4 -0.3
0.1 -0.3 -0.8
0.2 -0.4 -0.4
0.8 -0.6 0.2
-0.4 -0.5 0.9
-0.1 0.1 0.3
-0.5 1.3 -1.6
2.3 0.4 -1.1
-0.6 -0.7 0.6
-0.1 0.8 -0.9
-0.6 0.5 0.1
1.0 -0.1 0.6
-0.3 -0.3 0.2
-0.3 -1.0 1.0
-1.0 -0.2 0.5
0.3 -0.4 -0.2
-0.1 -0.1 0.0
0.0 -0.4 0.7
0.1 -0.6 0.0
-1.1 -0.2 -0.8
-0.9 0.9 1.0
-0.5 -0.5 1.4
0.7 -0.1 -2.4
-0.2 -0.7 0.7
-0.1 0.5 -0.3
0.3 0.5 0.4
0.6 -0.1 1.9
1.3 -0.3 -0.6
0.3 0.5 0.0
-0.3 0.2 -1.5
0.1 -0.1 -0.8
0.8 0.3 0.1
0.4 -0.8 2.2
-0.8 -0.7 -1.4
-0.2 0.0 0.5
-0.7 0.3 -0.2
-0.2 -0.5 -0.5
0.1 0.4 -0.4
0.4 0.1 0.0
-0.4 0.1 0.2
0.5 1.0 0.6
-0.1 -0.1 -0.4
-0.7 -1.1 0.1
0.8 0.8 0.3
0.1 0.1 -0.2
-0.1 0.5 0.5
0.2 0.0 -0.3
-0.4 -0.3 -0.2

Values from the calculation:
- energy relative to the best compared isomer or geometry (same formula, charge and spin) (kcal per mole) = 0.0
- M (g mol⁻¹) = 693.88
- total charge = 0
- SMILES = CNC(C)=O.CNC(C)=O.CNC(C)=O.CNC(C)=O.CNC(C)=O.CNC(C)=O.CNC(C)=O.CNC(C)=O.CNC(C)=O.O.O

2.
The following is a quantum chemistry calculation of a cluster of 2 separate species, C4H10N2O2 in total in a non-equilibrium geometry, from OMol25.

Each line ends with the Mulliken charge.
Positions of all 18 atoms, in Å:
C  0.800070  -1.152315  1.464709  -0.86
C  0.403506  -2.490307  0.961161  0.69
N  1.483098  -3.356569  0.860883  -0.40
O  -0.640986  -2.730655  0.396805  -0.60
H  1.747960  -0.785899  1.052601  0.32
H  0.879050  -1.241425  2.565481  0.31
H  0.148867  -0.318594  1.222309  0.10
H  1.275544  -4.175833  0.308541  0.24
H  2.327909  -3.192006  1.373083  0.20
C  0.148554  2.424867  -1.033881  -0.76
C  -1.236733  2.281733  -1.599512  0.52
N  -2.226085  1.810223  -0.794464  -0.37
O  -1.434643  2.540479  -2.772634  -0.59
H  0.603581  3.413593  -1.282715  0.29
H  0.824359  1.695207  -1.516022  0.22
H  0.172895  2.341654  0.098073  0.25
H  -3.120393  1.790640  -1.258470  0.24
H  -2.156553  1.145204  -0.045942  0.21

Atomic forces in eV per Å
0.4 1.1 1.5
1.3 -0.1 -2.4
-1.5 0.3 0.2
-0.4 -0.2 0.6
0.1 -0.7 0.2
0.1 0.4 -0.4
-0.7 -0.5 0.1
0.5 -0.2 0.4
0.1 -0.3 -0.2
1.0 0.4 1.4
0.8 -0.4 -0.8
-1.0 0.2 -0.1
-0.3 0.3 0.3
-0.7 -0.6 0.1
-0.4 0.1 0.4
0.1 -0.1 -1.3
0.0 -0.2 -0.1
0.6 0.2 0.2

Values from the calculation:
- energy relative to the best compared isomer or geometry (same formula, charge and spin) (kcal per mole) = 21.5
- M (g mol⁻¹) = 118.14
- total charge = 0
- SMILES = CC(N)=O.CC(N)=O

3.
The following is a quantum chemistry calculation of a cluster of 6 separate species, C27H63BCl2O8 in total in a non-equilibrium geometry, from OMol25.

Each line ends with the Mulliken charge.
Positions of all 101 atoms, in Å:
C  0.121378  1.381434  -3.649762  -0.87
C  -0.397459  1.243005  -5.148939  0.67
O  -0.114676  2.542386  -5.792873  -0.65
C  -1.973614  0.904612  -5.247796  -0.99
B  -2.269899  -0.486276  -4.443174  0.68
C  -1.397238  -1.677320  -5.223115  0.26
O  -1.090302  -2.765307  -4.607200  -0.79
O  -1.008640  -1.589463  -6.545659  -0.85
C  -3.818037  -1.017789  -4.385500  -0.20
Cl  -4.281027  -1.337920  -2.596162  -0.30
C  -4.960136  -0.095556  -4.980118  0.14
C  -5.163127  1.305046  -4.224809  -0.95
Cl  -4.891725  0.095971  -6.829234  -0.26
H  1.033780  2.057744  -3.653604  0.46
H  0.451926  0.361771  -3.285522  -0.02
H  -0.643555  1.826722  -2.936214  0.10
H  0.246683  0.489220  -5.690698  -0.05
H  -0.885732  2.795097  -6.330168  0.35
H  -2.164169  0.802179  -6.374766  0.25
H  -2.491711  1.836483  -4.849102  0.16
H  -1.841843  -0.500010  -3.317544  -0.48
H  -3.874997  -2.049977  -4.876877  0.30
H  -5.947384  -0.655823  -4.811985  0.41
H  -6.046041  1.188130  -3.502258  0.28
H  -4.280328  1.611180  -3.590365  0.17
H  -5.483500  2.137212  -4.943244  0.26
C  5.205996  -3.679247  -5.947864  -1.23
C  4.599531  -3.418485  -4.578230  0.21
O  3.844755  -2.225128  -4.512778  -0.47
C  2.720846  -2.140084  -5.395443  0.10
C  1.686796  -3.227092  -5.174379  -0.82
H  5.844755  -2.842908  -6.248198  0.26
H  5.806965  -4.593641  -5.930835  0.42
H  4.440568  -3.798202  -6.715511  0.38
H  5.409363  -3.314959  -3.849886  -0.13
H  3.993393  -4.268515  -4.247969  0.28
H  3.061581  -2.125956  -6.437286  0.21
H  2.256154  -1.169201  -5.209727  -0.04
H  2.097859  -4.226863  -5.353762  0.32
H  0.837318  -3.085945  -5.847590  0.30
H  1.321830  -3.203193  -4.145822  0.13
C  0.309558  -2.086876  -0.100744  -1.05
C  0.232619  -0.631705  0.331472  -0.10
O  -0.967776  0.010596  -0.060206  -0.45
C  -2.173227  -0.543821  0.443541  -0.16
C  -2.252875  -0.544043  1.961890  -1.15
H  0.204197  -2.168508  -1.186599  0.25
H  1.269086  -2.520980  0.194413  0.42
H  -0.481273  -2.688866  0.350480  0.25
H  1.047770  -0.080343  -0.142963  0.39
H  0.381078  -0.532899  1.413793  0.05
H  -2.323445  -1.549817  0.039496  0.27
H  -2.984466  0.070641  0.047241  0.31
H  -1.464648  -1.151057  2.413471  0.22
H  -3.215174  -0.944281  2.291459  0.46
H  -2.145335  0.472685  2.351041  0.27
C  -1.671631  3.865321  5.699803  -1.00
C  -2.224539  2.496434  6.058834  -0.24
O  -1.697582  1.444234  5.264983  -0.42
C  -0.290544  1.253674  5.324030  -0.17
C  0.219248  0.937297  6.719800  -1.09
H  -1.864289  4.090806  4.647248  0.28
H  -2.139000  4.636929  6.316610  0.32
H  -0.592647  3.923477  5.854153  0.33
H  -3.303867  2.499060  5.892326  0.24
H  -2.076486  2.279352  7.122321  0.28
H  0.226066  2.122381  4.902586  0.31
H  -0.064567  0.411533  4.665853  0.23
H  0.024600  1.751174  7.421384  0.25
H  1.297654  0.762565  6.699309  0.39
H  -0.272595  0.042967  7.111931  0.30
C  9.236165  -2.520585  -0.490529  -1.01
C  8.970728  -3.969546  -0.116053  -0.33
O  7.627981  -4.373640  -0.328869  -0.44
C  7.148950  -4.286516  -1.665728  -0.35
C  7.936845  -5.134905  -2.648684  -0.79
H  8.576207  -1.854114  0.071661  0.28
H  10.273867  -2.255371  -0.272124  0.38
H  9.061521  -2.334854  -1.551194  0.27
H  9.167418  -4.098999  0.950866  0.33
H  9.656764  -4.642982  -0.640482  0.29
H  7.114545  -3.240518  -1.986666  0.30
H  6.114901  -4.637451  -1.647390  0.33
H  8.981642  -4.823565  -2.713329  0.25
H  7.501763  -5.059600  -3.647927  0.24
H  7.926787  -6.184126  -2.340795  0.28
C  -5.407699  4.104738  9.456420  -1.07
C  -4.641235  5.189327  8.717527  -0.31
O  -4.736660  5.089843  7.304951  -0.37
C  -6.042577  5.179180  6.752709  -0.35
C  -6.745443  6.489147  7.064331  -1.09
H  -5.058451  3.114623  9.150182  0.29
H  -5.268870  4.209044  10.535349  0.39
H  -6.478634  4.151061  9.252795  0.26
H  -3.580540  5.099611  8.962982  0.35
H  -4.951746  6.185490  9.048976  0.30
H  -6.646395  4.322671  7.070702  0.33
H  -5.925900  5.089466  5.670295  0.34
H  -6.894513  6.629141  8.136874  0.26
H  -7.725675  6.517520  6.582878  0.39
H  -6.153992  7.334651  6.703284  0.30

Atomic forces in eV per Å
0.3 -0.1 -0.5
-0.7 0.2 0.7
-0.3 0.0 -0.1
1.7 1.1 -0.7
0.9 -0.6 -0.9
1.7 -2.0 -3.2
-0.9 1.5 -0.2
-1.2 0.4 3.7
-0.4 -0.3 -1.3
-0.5 0.1 -0.6
-1.5 -0.4 1.7
-0.7 0.0 0.0
0.1 -0.1 1.2
-0.9 -0.7 0.0
-0.6 1.1 -0.2
0.8 -0.7 -0.9
-1.0 0.6 0.6
0.3 -0.5 0.4
0.1 0.1 1.5
0.5 -0.8 -0.4
0.1 0.4 0.3
-0.2 1.4 0.8
1.3 0.8 -0.5
1.2 0.0 -0.9
-0.8 -0.4 -1.0
0.7 -1.2 0.9
0.0 0.0 -0.2
-0.3 0.3 0.0
0.6 0.1 0.2
-0.5 -0.3 -0.1
0.4 -0.1 -0.1
0.0 -0.1 0.1
0.0 0.0 0.0
0.0 -0.1 0.1
-0.1 0.2 0.0
0.0 -0.1 -0.1
0.1 0.0 0.0
0.2 -0.1 0.1
0.1 0.0 -0.1
-0.1 0.2 0.2
-0.2 0.1 -0.2
0.0 -0.1 -0.1
-0.1 -0.1 -0.2
0.1 0.3 0.2
0.1 -0.1 -0.1
0.1 0.1 0.1
0.0 0.0 0.1
0.0 0.1 0.0
0.0 0.0 0.1
-0.2 0.1 -0.1
0.0 -0.1 0.1
0.0 0.0 0.0
0.2 0.0 -0.2
-0.1 -0.1 0.0
0.0 0.0 0.0
0.0 -0.1 0.0
0.1 0.1 0.0
0.1 0.1 -0.1
-0.1 -0.1 0.0
-0.1 0.0 0.0
-0.1 0.0 0.2
0.0 0.0 0.1
-0.1 -0.1 -0.1
0.0 0.0 0.1
0.1 -0.2 -0.1
0.1 0.1 0.1
0.0 0.0 0.1
-0.2 0.1 0.0
0.1 0.0 0.0
-0.1 0.0 0.0
0.0 0.0 -0.1
-0.1 0.1 -0.1
-0.1 0.1 -0.1
0.0 -0.1 0.2
0.0 0.0 -0.1
0.1 -0.1 0.0
0.1 -0.1 0.0
-0.1 0.0 0.0
0.1 0.0 0.0
-0.2 -0.1 0.0
0.1 0.0 -0.1
0.0 0.0 0.0
0.1 0.1 0.2
0.0 0.1 -0.1
0.0 0.0 0.1
0.0 0.1 0.0
-0.1 -0.1 0.0
-0.1 -0.1 0.0
0.2 0.0 -0.1
0.0 0.0 0.0
0.0 0.1 0.1
0.0 0.1 0.0
0.0 0.0 -0.1
0.0 0.1 0.1
0.0 0.0 -0.2
-0.1 0.0 0.0
0.0 0.0 0.0
0.2 0.0 0.1
-0.1 0.0 0.0
0.1 0.0 0.0
0.0 -0.1 0.0

Values from the calculation:
- M (g mol⁻¹) = 597.51
- calculated total energy (Eh) = -2613.5619
- total charge = -2